Entry 1:
Computed, not measured: 8 unconnected molecules or ions with the total composition C33H82O24S5 in a non-equilibrium geometry, with wB97M-V/def2-TZVPD.

```
144
Properties=species:S:1:pos:R:3:lowdin_charge:R:1
S 18.604 -14.521 2.778 0.73
S 20.429 -18.942 9.430 0.67
S 18.834 -17.314 -6.486 0.68
S 11.097 -18.713 9.061 0.66
S 22.851 -6.650 -0.278 0.70
O 9.981 -17.846 9.296 -0.28
O 19.030 -19.151 9.611 -0.29
O 17.703 -14.471 3.946 -0.30
O 11.337 -18.723 7.423 -0.26
O 17.940 -16.749 -5.510 -0.30
O 21.436 -19.409 10.410 -0.30
O 12.561 -4.960 10.953 -0.19
O 11.029 -20.123 9.434 -0.30
O 15.633 -5.351 6.898 -0.17
O 13.410 -3.979 8.181 -0.12
O 24.262 -6.818 0.082 -0.30
O 20.285 -17.284 -6.285 -0.30
O 18.284 -18.848 -6.921 -0.29
O 25.472 -30.449 3.319 -0.19
O 22.325 -5.359 -0.678 -0.29
O 23.324 -28.634 2.330 -0.16
O 21.383 -27.543 0.222 -0.18
O 18.985 -16.139 2.423 -0.28
O 27.832 -15.438 8.627 -0.19
O 28.272 -17.641 11.025 -0.17
O 19.926 -13.838 2.712 -0.33
O 22.433 -7.728 -1.556 -0.29
O 29.278 -20.288 11.707 -0.19
O 20.651 -17.328 9.055 -0.26
C 21.523 -26.163 -0.105 -0.09
C 13.058 -18.900 5.835 -0.07
C 12.236 -3.741 10.257 -0.18
C 16.584 -20.211 -7.741 -0.06
C 25.569 -29.493 2.293 -0.18
C 28.993 -15.945 9.324 -0.15
C 28.111 -18.136 12.293 -0.21
C 24.680 -28.195 2.588 -0.15
C 16.904 -19.158 -6.681 -0.28
C 30.114 -20.451 12.790 -0.13
C 12.136 -3.916 8.762 -0.21
C 18.546 -16.479 -8.101 -0.11
C 20.577 -16.440 10.149 -0.34
C 15.156 -6.679 6.857 -0.13
C 23.070 -8.965 -1.598 -0.31
C 12.360 -19.606 6.972 -0.31
C 17.650 -14.100 1.264 -0.11
C 13.397 -4.282 6.820 -0.22
C 20.819 -19.514 7.725 -0.10
C 22.374 -27.565 2.588 -0.19
C 26.847 -16.443 8.398 -0.11
C 28.736 -16.321 10.862 -0.16
C 19.982 -16.453 1.463 -0.31
C 26.265 -30.340 4.505 -0.09
C 14.803 -4.400 6.209 -0.17
C 13.903 -5.470 10.784 -0.08
C 21.277 -27.875 1.611 -0.20
C 21.809 -7.449 0.986 -0.11
C 19.635 -17.755 0.766 -0.06
C 22.277 -9.887 -2.566 -0.05
C 28.034 -19.687 12.053 -0.16
C 20.070 -15.116 9.748 -0.07
C 12.678 -17.882 9.675 -0.08
H 15.938 -7.403 7.087 0.09
H 20.281 -18.943 6.968 0.07
H 20.274 -18.011 -0.078 0.08
H 27.711 -20.047 13.030 0.11
H 19.549 -18.575 1.478 0.08
H 14.844 -6.948 5.848 0.09
H 20.557 -25.706 0.111 0.09
H 12.490 -18.284 5.137 0.08
H 11.538 -3.099 8.357 0.12
H 27.181 -17.274 7.776 0.08
H 20.378 -27.433 2.041 0.12
H 27.324 -20.035 11.304 0.13
H 14.164 -6.270 11.477 0.08
H 12.960 -5.260 6.615 0.11
H 21.659 -6.789 1.841 0.08
H 24.841 -27.870 3.616 0.11
H 13.785 -18.274 6.352 0.07
H 23.057 -9.424 -0.610 0.10
H 12.705 -3.677 6.234 0.13
H 18.552 -15.396 -7.982 0.07
H 29.757 -15.172 9.237 0.12
H 22.002 -26.054 -1.078 0.09
H 14.765 -4.497 5.124 0.12
H 16.751 -19.394 -5.628 0.12
H 12.605 -18.110 10.738 0.06
H 27.978 -15.663 11.288 0.13
H 19.968 -16.821 10.968 0.12
H 22.824 -26.580 2.467 0.11
H 29.695 -21.089 13.567 0.09
H 16.984 -21.197 -7.506 0.08
H 13.626 -19.532 5.153 0.08
H 24.075 -8.756 -1.963 0.12
H 29.393 -16.814 8.802 0.12
H 21.161 -28.959 1.615 0.13
H 12.960 -2.955 10.472 0.12
H 29.661 -16.160 11.415 0.12
H 27.155 -17.867 12.742 0.12
H 11.270 -3.396 10.627 0.12
H 31.056 -20.838 12.401 0.09
H 30.261 -19.409 13.073 0.08
H 15.377 -3.476 6.292 0.12
H 13.562 -18.391 9.291 0.05
H 24.779 -27.311 1.958 0.11
H 26.018 -29.448 5.081 0.08
H 16.944 -14.915 1.110 0.07
H 20.185 -15.609 0.803 0.11
H 20.887 -7.546 0.411 0.06
H 17.028 -13.216 1.400 0.07
H 11.842 -20.498 6.622 0.12
H 26.550 -17.000 9.286 0.08
H 14.167 -5.810 9.783 0.07
H 20.563 -20.573 7.742 0.07
H 26.013 -31.236 5.073 0.09
H 20.494 -14.693 8.837 0.08
H 22.110 -8.488 1.116 0.06
H 19.023 -15.246 9.477 0.09
H 12.676 -16.825 9.407 0.07
H 28.882 -17.750 12.961 0.12
H 22.546 -10.929 -2.393 0.07
H 22.370 -9.563 -3.603 0.08
H 18.355 -14.008 0.437 0.06
H 20.945 -16.438 1.974 0.12
H 25.216 -29.893 1.343 0.12
H 17.581 -16.771 -8.515 0.06
H 14.309 -6.905 7.505 0.08
H 21.549 -16.421 10.643 0.12
H 21.977 -27.612 3.602 0.13
H 27.327 -30.462 4.289 0.08
H 19.323 -16.788 -8.801 0.07
H 20.229 -14.385 10.541 0.09
H 18.656 -17.706 0.290 0.07
H 26.040 -15.942 7.863 0.09
H 26.606 -29.215 2.100 0.11
H 15.504 -20.235 -7.887 0.08
H 14.532 -4.610 11.018 0.09
H 17.090 -19.965 -8.675 0.08
H 21.228 -9.868 -2.268 0.07
H 13.055 -20.032 7.696 0.11
H 16.361 -18.220 -6.805 0.10
H 22.244 -25.695 0.566 0.07
H 11.593 -4.824 8.500 0.13
H 21.878 -19.340 7.533 0.07
```

Summary:
**Orbital gap**: 9.561 eV
**SMILES**: CCOS(C)(=O)=O.CCOS(C)(=O)=O.CCOS(C)(=O)=O.CCOS(C)(=O)=O.CCOS(C)(=O)=O.COCCOCCOC.COCCOCCOC.COCCOCCOC
**Electronic energy**: -5102.80333 Eh
**Total charge**: 0

***

Entry 2:
Computed, not measured: 13 unconnected molecules or ions with the total composition C33H84F12O13P in a non-equilibrium geometry, with wB97M-V/def2-TZVPD.

```
143
Properties=species:S:1:pos:R:3:lowdin_charge:R:1
P 1.724 -1.644 1.763 0.45
F 4.094 -4.042 0.143 0.14
F 0.759 -4.471 -2.530 0.12
F 3.831 1.085 0.867 0.03
F 2.246 2.434 1.578 0.02
F 3.354 -5.048 -3.134 0.11
F 4.794 -6.371 0.694 0.09
F 0.372 0.780 1.221 -0.02
F 5.321 -4.400 -1.633 0.14
F 1.620 -6.375 -1.873 0.07
F 2.926 -3.142 -2.113 0.16
F 5.229 -6.890 -1.408 0.09
F 1.775 0.181 -0.375 0.00
O -0.644 3.537 -0.105 -0.09
O -3.407 -2.624 2.234 -0.09
O -5.424 -5.511 -4.636 -0.09
O -5.086 0.878 4.698 -0.13
O 1.888 1.527 -3.991 -0.08
O -3.097 -1.297 4.721 -0.11
O 2.082 -6.049 -5.656 -0.08
O -0.117 -4.020 -0.214 -0.13
O 5.529 9.705 2.230 -0.09
O 4.458 5.532 -1.272 -0.10
O -2.468 1.595 3.566 -0.07
O 6.724 2.636 1.259 -0.08
O -2.116 -3.084 -2.612 -0.07
C 3.943 2.609 -3.199 -0.08
C -0.062 -1.976 1.186 -0.32
C -0.993 -0.629 5.777 -0.08
C 4.195 -4.782 -0.975 -0.36
C 5.853 8.513 2.948 -0.32
C -4.797 -2.726 1.984 -0.31
C -7.112 2.232 4.795 -0.08
C 1.044 -4.799 -0.168 -0.12
C -3.465 2.594 3.401 -0.31
C -6.513 0.845 4.674 -0.28
C 4.964 6.716 -1.879 -0.31
C 3.004 -4.471 -1.939 -0.34
C 5.241 4.425 2.002 -0.08
C 2.663 1.117 1.603 -0.33
C -0.981 2.999 -1.380 -0.31
C -5.428 -1.343 1.935 -0.08
C 0.735 -6.372 -5.963 -0.32
C -2.937 -3.101 -4.906 -0.09
C -1.667 -1.407 4.667 -0.30
C 6.277 3.963 0.993 -0.32
C -2.208 2.111 -1.327 -0.08
C -7.675 -4.667 -5.060 -0.10
C 1.580 -5.016 -1.593 -0.36
C 5.150 8.462 4.291 -0.09
C 4.602 7.956 -1.085 -0.08
C -2.042 -2.441 -3.874 -0.32
C 2.456 2.395 -3.011 -0.33
C -6.745 -5.866 -5.016 -0.33
C -0.138 -5.138 -6.099 -0.09
C -4.107 2.569 2.026 -0.06
C 4.329 -6.289 -0.583 -0.26
C -0.465 -3.442 1.062 -0.25
C 1.611 0.175 1.008 -0.54
H 5.653 4.369 3.013 0.07
H -5.264 -3.329 2.773 0.11
H -0.128 2.438 -1.773 0.09
H -0.427 2.793 0.472 0.05
H 3.498 5.607 -1.225 0.09
H 0.769 -6.922 -6.904 0.11
H -0.789 -1.466 1.836 0.05
H -0.172 -1.541 0.180 0.09
H -1.344 -0.972 6.752 0.07
H -0.037 -4.053 1.876 0.10
H 3.389 -6.837 -0.660 0.16
H 0.813 -5.811 0.216 0.14
H -6.739 2.878 3.999 0.07
H -1.162 -5.409 -6.363 0.07
H 6.046 6.586 -1.918 0.11
H -4.208 2.381 4.169 0.07
H -2.897 -2.580 -5.864 0.08
H -2.642 -4.140 -5.070 0.05
H 1.261 -1.031 3.045 -0.03
H -7.759 -4.207 -4.073 0.07
H 3.518 8.072 -1.026 0.08
H -8.676 -4.959 -5.384 0.07
H -1.295 -1.068 3.695 0.08
H 4.918 5.449 1.807 0.05
H -6.510 -1.401 1.776 0.07
H -1.451 -2.472 4.756 0.12
H 7.165 4.596 1.041 0.11
H 4.071 8.518 4.152 0.08
H 4.479 1.661 -3.107 0.08
H -4.900 3.318 1.953 0.07
H 1.847 -2.975 2.388 -0.04
H -8.199 2.189 4.730 0.08
H 2.216 -2.131 0.470 -0.02
H 4.596 6.797 -2.908 0.11
H 4.359 3.782 1.969 0.06
H -1.218 0.437 5.686 0.06
H 4.322 3.295 -2.440 0.05
H 2.317 0.670 -3.900 0.08
H -6.846 2.690 5.751 0.08
H -4.534 1.584 1.828 0.07
H -3.970 -3.108 -4.556 0.06
H -3.347 -0.368 4.630 0.04
H 1.921 3.341 -3.111 0.11
H -1.768 1.726 2.916 0.09
H 5.862 4.025 -0.014 0.09
H 5.824 10.449 2.763 0.07
H -1.558 -3.492 1.152 0.10
H 5.454 9.305 4.917 0.07
H -1.792 -3.986 -2.700 0.07
H -2.356 -1.412 -3.698 0.11
H -6.655 -6.315 -6.005 0.11
H 0.259 -4.476 -6.870 0.08
H -5.241 -0.835 2.880 0.04
H 2.898 0.850 2.641 0.14
H 4.981 7.879 -0.066 0.06
H 2.256 1.999 -2.010 0.09
H -6.775 0.397 3.717 0.10
H -1.002 -2.415 -4.223 0.10
H 0.322 -7.041 -5.199 0.11
H 3.118 -1.334 2.152 -0.04
H -2.460 1.732 -2.319 0.07
H -3.046 3.587 3.603 0.11
H 1.806 -4.343 0.478 0.10
H -4.815 1.260 5.540 0.10
H -4.924 -3.252 1.037 0.11
H 0.090 -0.748 5.728 0.07
H -1.153 3.859 -2.029 0.11
H -2.038 1.258 -0.667 0.08
H -3.369 2.782 1.252 0.05
H 5.018 8.857 -1.538 0.08
H 5.957 2.052 1.201 0.06
H -7.290 -3.915 -5.749 0.07
H 6.938 8.442 3.078 0.11
H 2.095 -5.578 -4.816 0.05
H 4.159 3.020 -4.188 0.07
H -7.144 -6.629 -4.338 0.11
H -3.339 -2.164 3.087 0.04
H -6.895 0.192 5.466 0.12
H -0.163 -4.582 -5.159 0.05
H -4.989 -0.743 1.138 0.08
H -5.452 -5.118 -3.757 0.08
H -3.060 2.675 -0.944 0.06
H 5.536 7.684 2.318 0.08
H 5.387 7.539 4.823 0.07
```

Summary:
**Orbital gap**: 6.610 eV
**Electronic energy**: -3825.42223 Eh
**Total charge**: -1

***

Entry 3:
Computed, not measured: 7 unconnected molecules or ions with the total composition C33H86N6O10 in a non-equilibrium geometry, with wB97M-V/def2-TZVPD.

```
135
Properties=species:S:1:pos:R:3:lowdin_charge:R:1
O -11.854 5.342 10.343 -0.23
O -18.372 -5.662 16.288 -0.23
O -10.342 0.027 12.631 -0.07
O -15.051 -2.401 12.841 -0.22
O -16.518 5.697 10.303 -0.21
O -12.542 -4.359 9.110 -0.19
O -10.624 -2.155 18.122 -0.19
O -18.117 -5.523 11.436 -0.18
O -17.036 -9.266 9.184 -0.23
O -14.862 -3.538 18.044 -0.18
N -14.199 6.624 11.821 -0.06
N -10.157 -3.724 7.661 0.04
N -19.013 -8.321 18.362 0.03
N -19.218 -8.309 11.210 -0.04
N -12.364 -4.674 16.277 -0.08
N -13.216 -0.749 11.229 0.05
C -11.826 -3.096 9.290 -0.19
C -18.462 -9.581 9.114 -0.18
C -9.677 0.995 11.833 -0.46
C -11.765 -4.130 17.516 -0.15
C -17.912 -9.064 16.320 -0.06
C -16.718 6.098 11.681 -0.16
C -11.712 -2.580 17.366 -0.25
C -18.407 -7.881 17.107 -0.45
C -14.826 -4.678 17.081 -0.12
C -9.910 -1.064 17.569 -0.10
C -16.176 -10.361 9.415 -0.12
C -13.729 -4.279 16.016 -0.22
C -11.859 -1.969 6.906 -0.03
C -15.454 -1.658 11.653 -0.14
C -18.919 -4.425 15.770 -0.05
C -13.523 -4.648 10.041 -0.13
C -11.016 -2.631 8.092 -0.43
C -17.924 -7.967 11.859 -0.18
C -14.580 -0.337 11.490 -0.41
C -15.718 -3.930 18.980 -0.22
C -17.849 -6.528 12.429 -0.19
C -19.177 -6.779 16.463 -0.21
C -16.282 4.294 10.075 -0.09
C -15.617 -2.034 14.120 -0.08
C -18.103 -4.194 12.045 -0.08
C -9.148 0.090 10.706 -0.05
C -12.859 6.252 12.342 -0.21
C -19.042 -9.630 10.543 -0.21
C -14.848 0.744 10.454 -0.06
C -10.699 1.984 11.313 -0.05
C -15.333 5.956 12.452 -0.21
C -11.666 6.458 11.380 -0.09
C -10.988 5.212 9.293 -0.18
H -18.693 -9.604 15.786 0.08
H -17.453 -7.552 17.519 0.12
H -10.244 2.645 10.576 0.08
H -15.793 -4.731 16.581 0.10
H -13.721 -5.718 9.993 0.09
H -12.627 0.056 11.384 0.04
H -16.762 -3.844 18.678 0.09
H -15.289 6.211 13.511 0.11
H -15.236 4.074 10.289 0.07
H -15.756 1.306 10.671 0.06
H -10.011 5.350 9.755 0.08
H -10.370 -1.832 8.456 0.11
H -17.094 -8.224 11.200 0.09
H -19.588 -7.112 15.510 0.13
H -16.725 3.830 9.193 0.09
H -18.084 -3.455 11.244 0.08
H -14.686 0.215 12.424 0.12
H -12.307 -2.846 6.439 0.07
H -15.656 -2.918 14.757 0.05
H -19.488 -7.587 10.558 0.09
H -18.753 -10.555 8.721 0.11
H -15.003 0.257 9.491 0.08
H -12.478 -2.288 9.623 0.08
H -19.758 -4.121 16.396 0.09
H -16.636 -11.287 9.070 0.09
H -11.010 4.271 8.743 0.08
H -15.193 -10.223 8.963 0.09
H -14.254 6.260 10.881 0.08
H -18.416 -6.344 13.342 0.09
H -11.621 -2.250 16.331 0.11
H -16.865 -6.339 12.858 0.11
H -18.466 -10.347 11.128 0.11
H -13.786 -3.211 15.810 0.08
H -17.293 -4.064 12.763 0.07
H -15.797 -3.170 19.757 0.09
H -9.899 -4.128 8.550 0.06
H -12.701 -2.190 17.609 0.11
H -13.973 -4.803 15.092 0.12
H -11.493 1.421 10.823 0.06
H -17.451 -9.733 17.046 0.08
H -17.763 -8.842 12.488 0.11
H -10.884 -4.322 7.294 0.06
H -19.961 -6.353 17.089 0.12
H -13.084 -4.450 11.019 0.09
H -12.674 6.874 13.218 0.11
H -16.533 -1.537 11.556 0.11
H -10.729 -4.463 17.580 0.11
H -12.846 5.288 12.851 0.11
H -13.058 -1.467 11.921 0.07
H -19.047 -3.952 12.534 0.08
H -11.874 -4.389 15.442 0.10
H -9.289 -1.566 16.828 0.09
H -11.239 -1.340 6.267 0.07
H -15.157 -2.290 10.816 0.10
H -14.095 1.524 10.347 0.07
H -8.893 0.651 9.806 0.08
H -17.221 -8.778 15.526 0.08
H -17.490 5.551 12.224 0.11
H -14.502 -4.201 9.867 0.08
H -19.127 -4.589 14.713 0.06
H -11.105 -3.193 10.101 0.11
H -18.073 -3.738 15.803 0.08
H -19.927 -10.221 10.306 0.10
H -15.072 4.898 12.440 0.09
H -16.827 3.860 10.913 0.07
H -12.236 -4.410 18.458 0.12
H -8.166 -0.311 10.956 0.08
H -10.531 -0.300 17.101 0.09
H -14.947 -1.378 14.675 0.09
H -14.564 -5.632 17.538 0.12
H -18.850 -8.708 8.589 0.12
H -9.797 -0.732 10.404 0.06
H -11.680 7.392 10.818 0.12
H -15.462 -4.860 19.487 0.10
H -11.200 2.509 12.127 0.09
H -8.937 1.615 12.339 0.13
H -19.296 -7.581 18.988 0.07
H -9.249 -0.547 18.265 0.08
H -11.017 5.960 8.501 0.08
H -18.159 -8.654 18.785 0.06
H -10.675 6.380 11.826 0.11
H -9.748 -0.623 13.013 0.09
H -12.714 -1.420 7.301 0.06
H -17.027 7.132 11.829 0.11
H -16.630 -1.674 13.940 0.09
H -15.996 -10.369 10.490 0.08
```

Summary:
**Orbital gap**: 8.765 eV
**SMILES**: COC[C@H](C)N.COC[C@H](C)N.COC[C@H](C)N.COCCNCCOC.COCCNCCOC.COCCNCCOC.CC(C)O
**Electronic energy**: -2389.41930 Eh
**Total charge**: 0